Record 1
DFT (wB97M-V/def2-TZVPD) results for C4H5N3 in the gas phase.

ORCA input file:
```
! RIJCOSX wB97M-V def2-TZVPD def2/J DEFGRID3
* xyz 0 1
C 2.48700 0.89522 0.02874
C 1.08193 1.04096 -0.12164
C 0.13406 0.15917 -0.36222
C -0.82809 -0.96518 -0.31052
N 2.64876 -0.38971 -0.07832
N 2.07702 -1.36729 -0.07171
N -0.14634 1.73232 -0.24194
H 3.07183 1.78978 0.21804
H -1.66769 -0.83204 0.48909
H -0.47131 -1.93200 -0.27242
H -1.47057 -1.05087 -1.27241
H -0.59360 1.80547 0.66948
*
```

Relative energy (zero: lowest compared OMol25 entry of this formula, charge and spin) = 689.55 kJ/mol
Energy = -319.4496 hartree
Gap between HOMO and LUMO (spin up / spin down) = 7.119 / 7.120 eV
LUMO (spin up / spin down) = -0.287 / -0.286 eV
Molecular weight = 95.1 g/mol

***

Record 2
DFT (wB97M-V/def2-TZVPD) results for C3H6N2O in the gas phase.

ORCA input file:
```
! RIJCOSX wB97M-V def2-TZVPD def2/J DEFGRID3
* xyz 0 1
C 3.02260 0.12336 0.04028
C 0.48292 -0.29936 -0.23403
C -1.85232 -0.45684 0.42024
N 1.98320 -0.06136 0.71300
N -0.49484 -0.00063 0.67332
O 0.44997 -0.51508 -1.40140
H 4.06547 0.19286 0.52216
H 3.05147 0.34954 -0.98213
H -1.79301 -1.20900 -0.46121
H -2.11139 -0.90014 1.37805
H -2.57318 0.38594 0.03243
H -0.08394 0.38048 1.47999
*
```

Relative energy (zero: lowest compared OMol25 entry of this formula, charge and spin) = 241.27 kJ/mol
Energy = -302.6012 hartree
Gap between HOMO and LUMO = 10.013 eV
LUMO = 0.920 eV
Molecular weight = 86.1 g/mol
Structure (SMILES) = C=NC(=O)NC

***

Record 3
DFT (wB97M-V/def2-TZVPD) results for C20H23N3O3S in the gas phase.

ORCA input file:
```
! RIJCOSX wB97M-V def2-TZVPD def2/J DEFGRID3
* xyz 0 1
C -1.12016 -3.68752 1.05501
H -1.30285 -4.62034 1.60134
O -0.60391 -2.69601 1.91359
C -1.40410 -2.39813 3.02542
C -2.55620 -1.42264 2.70762
N -2.04233 -0.19004 2.18281
C -1.94461 0.16273 0.87173
N -1.30077 1.28766 0.67558
C -0.92995 1.72014 1.92616
C -0.22920 2.85573 2.30985
C 0.00248 3.03253 3.65876
C -0.45024 2.11484 4.60644
C -1.15066 0.98072 4.24167
C -1.38198 0.79228 2.88996
H -1.50299 0.27786 4.98121
H -0.24908 2.29684 5.65123
H 0.54482 3.90413 3.99280
H 0.10961 3.57115 1.57719
S -2.67116 -0.78780 -0.38775
C -2.58161 0.36417 -1.80298
H -3.58362 0.37462 -2.23355
C -1.61109 -0.14452 -2.87308
O -2.06754 -0.70393 -3.85378
C -0.21068 0.08065 -2.64233
C 0.87972 -0.26648 -3.44107
C 2.04681 0.19705 -2.77566
C 1.61932 0.80759 -1.58595
N 0.28489 0.73273 -1.53342
H -0.27610 1.07883 -0.74588
C 2.35058 1.45062 -0.46316
H 3.08101 0.76942 -0.03118
H 2.87715 2.34414 -0.79469
H 1.64427 1.73395 0.31464
C 3.39534 0.03036 -3.31299
O 3.61269 -0.59831 -4.32943
C 4.53480 0.68433 -2.56099
H 4.64059 0.23759 -1.57595
H 5.45487 0.53114 -3.11995
H 4.35540 1.74973 -2.44690
C 0.83582 -0.97735 -4.73826
H -0.19149 -1.15586 -5.03879
H 1.36712 -1.92483 -4.65800
H 1.35347 -0.39481 -5.49878
H -2.32176 1.34210 -1.40494
H -3.23028 -1.85457 1.96396
H -3.11656 -1.21827 3.62424
H -0.73102 -1.92757 3.74851
H -1.82373 -3.31268 3.46785
H -2.04623 -3.37023 0.56556
H -0.35887 -3.85374 0.29629
*
```

Relative energy (zero: lowest compared OMol25 entry of this formula, charge and spin) = 145.63 kJ/mol
Energy = -1564.1268 hartree
Gap between HOMO and LUMO = 8.687 eV
LUMO = 0.460 eV
Molecular weight = 385.5 g/mol
Structure (SMILES) = COCCn1c(SCC(=O)c2[nH]c(C)c(C(C)=O)c2C)nc2ccccc21

***

Record 4
DFT (wB97M-V/def2-TZVPD) results for a 10-piece molecular cluster, C31H68F12N8O15S2 overall.

ORCA input file:
```
! RIJCOSX wB97M-V def2-TZVPD def2/J DEFGRID3
* xyz 3 2
C -27.22880 1.93246 -16.79739
F -26.00649 2.39711 -16.46162
F -27.64638 1.26977 -15.74708
F -28.09078 2.92364 -17.07241
S -26.99598 0.62357 -18.29345
O -25.56827 0.23409 -18.18307
O -27.97361 -0.41959 -17.96172
N -27.29535 1.59747 -19.69532
S -27.72462 0.47387 -20.64142
O -26.70553 -0.56657 -20.79413
O -29.09817 0.03578 -20.49250
C -27.70677 1.54213 -22.32966
F -26.44826 1.71008 -22.78440
F -28.31660 0.82796 -23.30671
F -28.27543 2.71108 -22.26327
C -31.30333 2.11238 -19.18865
C -31.55598 2.16454 -17.72414
O -31.28689 1.32852 -16.97074
N -32.13579 3.47805 -17.24058
H -32.61553 3.93342 -18.00384
H -32.86595 3.47555 -16.54275
C -31.13656 4.38857 -16.56603
H -32.08866 2.57204 -19.78870
H -31.21844 1.08746 -19.54980
H -30.36031 2.62317 -19.38342
H -30.16119 4.53510 -17.03001
H -31.08034 4.03095 -15.53790
H -31.50501 5.41216 -16.49839
C -23.13128 1.14330 -15.41088
C -22.39978 0.36647 -16.54369
O -21.72627 -0.62816 -16.38073
N -22.86979 0.75658 -17.93052
H -23.85720 0.54468 -17.94559
H -22.75532 1.75983 -17.95338
C -22.08406 0.23100 -19.18832
H -22.63818 2.10755 -15.28765
H -23.10756 0.46725 -14.55618
H -24.18111 1.39298 -15.56444
H -22.33971 0.83856 -20.05643
H -22.40506 -0.79841 -19.34764
H -21.04074 0.28032 -18.87662
C -26.12268 3.82801 -13.49264
C -26.09917 5.02997 -12.56641
O -25.80611 4.94215 -11.39080
N -26.53982 6.38383 -13.08161
H -27.15517 6.27987 -13.87573
H -27.12233 6.67084 -12.30804
C -25.40071 7.40633 -13.31620
H -25.42553 3.18990 -12.94960
H -25.81028 4.01350 -14.52031
H -27.11408 3.37628 -13.52642
H -24.78695 6.99999 -14.12013
H -24.75272 7.60116 -12.46165
H -25.89840 8.37094 -13.41591
C -31.46283 -6.00416 -21.81598
C -30.83578 -5.53214 -20.55277
O -31.17056 -5.93439 -19.42853
N -29.70472 -4.50211 -20.69912
H -28.92566 -4.80609 -20.13273
H -29.35326 -4.41866 -21.64231
C -30.10997 -3.11574 -20.24761
H -32.35527 -6.57442 -21.55818
H -30.79238 -6.67409 -22.35432
H -31.81296 -5.22912 -22.49777
H -30.80698 -2.65557 -20.94798
H -29.18407 -2.54978 -20.35009
H -30.45697 -3.17303 -19.21590
C -24.44006 4.14333 -21.79101
C -25.75203 4.49640 -21.18258
O -26.58648 5.22075 -21.69865
N -26.01176 4.00250 -19.74901
H -26.58566 3.17235 -19.70890
H -25.16925 3.59211 -19.37241
C -26.48209 5.11948 -18.80974
H -23.65636 4.23103 -21.03854
H -24.25705 4.69481 -22.71323
H -24.45045 3.08046 -22.03245
H -25.84886 6.00400 -18.87868
H -26.56621 4.76586 -17.78213
H -27.45782 5.51183 -19.09630
C -31.57777 -4.05394 -16.41966
C -30.76312 -2.78645 -16.41683
O -29.63976 -2.79300 -16.86307
N -31.33830 -1.53996 -15.71563
H -31.77118 -0.92372 -16.38866
H -32.11726 -1.79811 -15.12683
C -30.27143 -0.79143 -14.84701
H -31.25592 -4.73639 -17.20628
H -32.66535 -3.98351 -16.43731
H -31.31612 -4.56522 -15.49325
H -30.88840 -0.27556 -14.11125
H -29.64651 -0.21748 -15.53123
H -29.67134 -1.60349 -14.43647
C -24.83289 -0.44763 -25.03848
C -23.55355 -1.32319 -25.43122
O -23.54939 -2.48654 -25.77434
N -22.20306 -0.61507 -25.31893
H -22.15591 0.08748 -24.59486
H -21.59575 -1.34208 -24.96860
C -21.77625 0.01886 -26.66179
H -24.94660 -0.09372 -24.01383
H -25.70407 -1.01747 -25.36163
H -24.77260 0.47616 -25.61386
H -20.80019 0.49536 -26.57041
H -22.58576 0.73227 -26.81618
H -21.77791 -0.85498 -27.31333
C -28.98378 0.43745 -30.12093
O -29.19074 0.05449 -28.72398
O -28.90023 -0.75111 -30.84596
C -30.05800 1.45715 -30.53393
F -31.28150 1.12818 -30.06700
F -29.82596 2.68446 -30.07100
F -30.21528 1.57115 -31.79275
C -28.99202 1.06641 -27.80809
C -29.23470 0.43454 -26.39734
H -28.67645 -0.50011 -26.45110
H -28.67426 0.99644 -25.65016
H -30.29138 0.22816 -26.22725
H -29.66674 1.91800 -27.89551
H -28.03562 1.58927 -27.80858
H -28.04483 0.98371 -30.21065
C -27.71534 6.67430 -24.77796
O -26.86779 5.76569 -25.45264
O -27.64173 7.89593 -25.50593
C -29.16501 6.16782 -24.29078
F -29.88863 7.16897 -23.67314
F -29.84311 5.68464 -25.33473
F -29.13405 5.16564 -23.40272
C -26.79974 4.39097 -25.13691
C -25.68021 3.68712 -25.86557
H -24.68448 4.12586 -25.80138
H -25.52996 2.61830 -25.71336
H -25.75297 3.89460 -26.93317
H -27.69286 3.76682 -25.16656
H -26.45333 4.36677 -24.10370
H -27.25469 6.77749 -23.79549
*
```

Energy = -4781.7962 hartree
Gap between HOMO and LUMO (spin up / spin down) = 1.718 / 1.719 eV
LUMO (spin up / spin down) = -6.930 / -6.930 eV
⟨S²⟩ = 1.757
Molecular weight = 1085.0 g/mol